131
Properties=species:S:1:pos:R:3 method="wB97M-V/def2-TZVPD" total_charge=+1 homo_ev=-10.908 lumo_ha=-0.14056 orbital_gap_ev=7.08
C 8.33671 4.18252 2.74459
O 7.71103 3.15697 1.97736
C 8.05304 3.29304 0.60527
C 7.20833 2.30355 -0.23487
C 5.71273 2.23638 0.21719
C 4.90325 1.53980 -0.94883
C 3.54873 2.26942 -1.18791
C 2.42055 1.61626 -0.30873
C 1.15793 2.54405 -0.42527
C -0.13961 1.72896 -0.12171
C -0.63461 2.11846 1.31233
C -1.82682 1.23284 1.77491
C -1.31326 0.19141 2.79704
O -1.43942 -0.93374 2.63355
Br -0.43807 0.77663 4.46827
N -0.96678 3.56962 1.27243
C 0.08884 4.30043 0.69442
N -0.07649 5.53046 0.37232
C 0.92559 6.41065 -0.25879
C 1.38760 5.98301 -1.67014
C 2.22525 7.16863 -2.25346
I -0.20621 5.38836 -2.98578
N 1.34910 3.68946 0.50762
H 8.65201 5.05228 2.13257
H 7.66446 4.54513 3.54123
H 9.24454 3.77047 3.23221
H 9.12995 3.04363 0.48142
H 7.84620 4.31092 0.20425
H 7.59464 1.26959 -0.18632
H 7.27285 2.63844 -1.28752
H 5.62196 1.59297 1.11042
H 5.28919 3.24113 0.39424
H 5.48486 1.63626 -1.88473
H 4.72460 0.48000 -0.70199
H 3.58376 3.34846 -0.93161
H 3.18411 2.18744 -2.23127
H 2.16135 0.62226 -0.71801
H 2.73998 1.46506 0.74144
H 1.13900 2.87173 -1.48075
H 0.10936 0.65546 -0.06867
H -0.96659 1.90245 -0.83242
H 0.21233 1.91288 2.00254
H -2.26108 0.64789 0.94949
H -2.62116 1.86125 2.22272
H -1.00312 3.85884 2.25895
H -0.99890 5.92829 0.55516
H 1.78017 6.54263 0.43176
H 0.47042 7.41570 -0.35617
H 2.09048 5.13529 -1.58719
H 2.92322 6.82368 -3.02910
H 2.79593 7.61554 -1.41138
H 1.55806 7.97743 -2.60575
H 1.72797 3.35564 1.39520
O -4.63623 10.16012 -6.66282
P -4.69120 9.07667 -5.62707
O -4.98661 7.75198 -6.56193
C -4.05689 7.38732 -7.57180
C -2.83086 6.71051 -6.98488
O -6.19625 9.33136 -5.03838
C -6.87512 10.56898 -5.25337
C -7.76247 10.49299 -6.48022
O -4.43195 8.11106 -4.27021
C -3.14316 8.05977 -3.66316
C -2.39527 9.37733 -3.69080
H -3.77028 8.25906 -8.16580
H -4.57104 6.69212 -8.23679
H -2.22820 7.42861 -6.41777
H -2.20132 6.29495 -7.77351
H -3.12104 5.90652 -6.30540
H -6.16673 11.39481 -5.32382
H -7.49098 10.75608 -4.37140
H -7.21827 10.13482 -7.35381
H -8.18729 11.47127 -6.71100
H -8.58033 9.78965 -6.31049
H -2.55257 7.27019 -4.13664
H -3.29689 7.75741 -2.62393
H -2.16742 9.68293 -4.71847
H -1.45004 9.29066 -3.15191
H -2.99002 10.17104 -3.23421
O -5.22242 -6.14370 3.28862
P -3.84899 -6.04362 3.88835
O -2.99094 -7.03559 2.89083
C -2.89131 -6.71908 1.50922
C -1.89677 -5.59851 1.26412
O -4.07141 -7.06631 5.15233
C -5.37856 -7.41240 5.60523
C -5.85401 -8.69729 4.95515
O -2.44583 -5.56594 4.68523
C -2.00198 -4.21083 4.60468
C -3.12888 -3.20005 4.57230
H -3.87226 -6.46295 1.09976
H -2.54882 -7.62279 1.00229
H -2.28190 -4.64890 1.65283
H -1.71000 -5.47212 0.19607
H -0.94961 -5.80535 1.76486
H -6.07971 -6.59528 5.43345
H -5.31806 -7.55414 6.68641
H -5.76208 -8.66166 3.86985
H -6.89619 -8.89730 5.21054
H -5.24515 -9.53826 5.29376
H -1.35217 -4.09344 3.73254
H -1.38175 -4.02972 5.48493
H -3.73747 -3.31309 3.66662
H -2.72849 -2.18614 4.58078
H -3.79006 -3.32626 5.43245
O 2.88789 -8.52961 2.69995
P 2.44814 -9.51433 1.65599
O 2.06666 -8.50278 0.40656
C 3.06771 -7.65718 -0.13654
C 4.02056 -8.42330 -1.03637
O 0.94112 -9.84336 2.20252
C 0.55924 -9.55022 3.54662
C -0.10085 -8.18910 3.63555
O 2.28083 -10.86395 0.67019
C 3.41579 -11.68231 0.37474
C 4.39020 -11.81297 1.52648
H 3.61525 -7.14592 0.66061
H 2.55140 -6.89384 -0.72210
H 4.64281 -9.10464 -0.44743
H 4.68483 -7.74115 -1.57021
H 3.46953 -9.01970 -1.76509
H 1.41416 -9.62547 4.21970
H -0.15276 -10.31837 3.85490
H 0.50745 -7.40971 3.17331
H -0.28542 -7.91500 4.67587
H -1.05410 -8.19624 3.10551
H 3.91893 -11.29616 -0.51626
H 3.03150 -12.67041 0.11501
H 4.84340 -10.84516 1.77449
H 5.19552 -12.50121 1.26780
H 3.88560 -12.18129 2.42211

---

145
Properties=species:S:1:pos:R:3 method="wB97M-V/def2-TZVPD" total_charge=-1 homo_ev=-4.548 lumo_ha=0.06985 orbital_gap_ev=6.45
C 0.85759 1.47148 -2.84554
O 0.55730 1.11871 -1.52789
C 1.67865 0.58867 -0.83251
C 1.26805 0.41112 0.60975
N 0.25439 -0.65711 0.66096
H -0.39951 -0.67687 -0.12331
H 0.74197 -1.57449 0.58011
C -0.59117 -0.72559 1.88150
C -1.48262 -1.91729 1.79940
O -2.04207 -2.00902 0.49329
C -2.85306 -3.13055 0.34567
H 0.95441 0.63800 -3.55930
H 1.77096 2.05781 -2.99258
H -0.02316 2.00456 -3.21147
H 2.55780 1.24257 -0.87717
H 2.00315 -0.36112 -1.27710
H 0.74160 1.32088 0.89438
H 2.13291 0.15403 1.21575
H -1.18543 0.18457 1.91421
H 0.07531 -0.75074 2.75024
H -2.25597 -1.89894 2.58048
H -0.98104 -2.87222 1.99442
H -3.13022 -3.25737 -0.70902
H -3.82852 -2.99979 0.82871
H -2.36038 -4.07940 0.56262
C 1.68899 -3.82220 -0.07630
O 2.44500 -2.92576 -0.93461
O 1.45632 -3.16456 1.03239
C 0.50164 -4.51881 -0.81792
F -0.26988 -5.22362 0.03804
F -0.32488 -3.63615 -1.40903
F 0.99733 -5.42020 -1.69465
C 3.22956 -3.50965 -1.95748
C 3.83766 -2.41937 -2.82942
H 4.71417 -1.97798 -2.36686
H 4.01617 -2.75792 -3.85295
H 3.03141 -1.69753 -3.00636
H 2.65481 -4.21144 -2.56459
H 4.04489 -4.06125 -1.46777
H 2.32956 -4.69861 0.18866
C 2.37689 -0.98989 4.87937
O 2.75803 -2.42181 4.99219
O 2.16205 -0.75260 3.62898
C 1.16820 -0.73338 5.82214
F 0.05954 -1.31864 5.37179
F 1.34614 -1.09630 7.13107
F 0.94790 0.60510 5.97481
C 3.40517 -2.83423 6.20189
C 3.10196 -4.30778 6.36602
H 2.09957 -4.60940 6.06509
H 3.75741 -4.90946 5.72931
H 3.25623 -4.64963 7.39474
H 3.15938 -2.25576 7.08948
H 4.46322 -2.62888 5.98068
H 3.22812 -0.39522 5.30432
C 1.89709 -3.93305 -7.52899
C 0.71098 -2.97837 -7.49175
C 1.15601 -1.52887 -7.26158
C -0.02035 -0.57916 -7.33446
C 0.30541 0.94053 -7.43293
C 1.30389 1.48711 -6.41114
H 2.55490 -3.76106 -8.37975
H 1.59692 -4.97734 -7.67907
H 2.37562 -3.95705 -6.54826
H 0.28366 -2.96252 -8.49971
H -0.06566 -3.24696 -6.77634
H 1.81649 -1.24676 -8.09604
H 1.81919 -1.43532 -6.39865
H -0.65916 -0.78846 -8.19435
H -0.64737 -0.57985 -6.43178
H 0.74271 1.04252 -8.43889
H -0.65844 1.43625 -7.56073
H 0.73874 1.90329 -5.57742
H 1.98957 0.73037 -6.03853
H 1.85582 2.25375 -6.95205
C -0.97505 5.11981 -3.07076
C -2.01412 6.16719 -2.65365
C -1.42042 7.08282 -1.57523
C -2.05197 8.48547 -1.49729
C -1.08060 9.50147 -0.92253
C 0.13834 9.85898 -1.78152
H -0.38213 4.85291 -2.19119
H -0.21573 5.65207 -3.65380
H -1.39679 4.25884 -3.58064
H -2.38373 6.75224 -3.49894
H -2.89633 5.66027 -2.25085
H -0.33582 7.16451 -1.70971
H -1.53343 6.62368 -0.58736
H -2.42341 8.75768 -2.49337
H -2.96931 8.34316 -0.91779
H -1.58232 10.44359 -0.69487
H -0.68331 9.03806 -0.01206
H 0.53769 10.79384 -1.39017
H 0.93911 9.11992 -1.79192
H -0.17247 9.99091 -2.82325
Cl -4.48777 3.05351 -1.11829
C -3.67500 1.51126 -1.56870
C -4.57979 0.54038 -2.28187
Cl -6.03303 0.28482 -1.21723
H -3.16942 1.14449 -0.68064
H -2.88052 1.84025 -2.24096
H -4.17441 -0.46323 -2.35942
H -5.01811 0.89683 -3.20649
C 0.63823 4.82483 0.85949
N 1.31886 6.13852 0.72784
O 2.13487 6.28103 -0.16112
O 1.02857 6.99710 1.53961
H 0.53286 4.68750 1.93219
H 1.37225 4.09287 0.53047
H -0.31304 4.65151 0.36949
C -3.31355 1.89098 2.95524
N -2.12090 2.73943 2.76039
O -1.81528 3.50322 3.64601
O -1.53965 2.60733 1.69770
H -4.01195 2.35322 3.64108
H -2.95592 0.99433 3.46061
H -3.69174 1.56389 1.99402
C -3.16808 -2.61235 6.55596
N -4.12009 -1.85047 5.71359
O -5.30130 -2.04449 5.94199
O -3.72704 -1.24183 4.74441
H -3.66115 -3.52601 6.86983
H -3.01712 -2.06813 7.48708
H -2.26629 -2.79633 5.98285
C 4.13335 2.65387 4.12649
N 3.48880 2.31534 2.83297
O 4.09939 1.65955 2.02220
O 2.36199 2.74447 2.67487
H 5.00507 2.01434 4.22814
H 3.40062 2.40634 4.88792
H 4.45337 3.69048 4.12563
C -2.21955 -7.75620 0.42371
N -2.71181 -7.39298 1.79553
O -2.88147 -6.21201 1.99040
O -2.93493 -8.29348 2.57850
H -2.93412 -8.51508 0.12001
H -1.22019 -8.15702 0.56988
H -2.19615 -6.85338 -0.16918
C 0.20333 -6.16710 4.32835
N -0.26687 -4.75103 4.26077
O 0.46780 -3.93252 3.78793
O -1.43100 -4.54178 4.61742
H 1.27823 -6.11050 4.19499
H -0.30547 -6.64384 3.49673
H -0.07260 -6.57732 5.29234

---

121
Properties=species:S:1:pos:R:3 method="wB97M-V/def2-TZVPD" homo_ev=-9.626 lumo_ha=-0.01953 orbital_gap_ev=9.09 smiles="CCB(O)[Si@H](CC=O)ON=O.CCCCCC.CCCCCC.CCCCCC.CCCCCC.CCCCCC"
C 5.70059 1.23585 0.45856
C 4.32310 0.57140 0.30327
B 3.09909 1.38786 0.83981
O 3.27881 2.46860 1.65448
Si 1.22773 0.80466 0.31031
C 1.24226 -1.00809 -0.19556
C 1.06613 -1.93600 0.98412
O 1.59703 -3.03834 1.02587
O 0.73173 1.79575 -1.00326
N -0.57148 2.36580 -0.72070
O -0.51968 3.24205 0.03665
H 5.63610 2.24498 0.83614
H 6.20754 1.23355 -0.49574
H 6.31858 0.65511 1.13026
H 4.11507 0.35676 -0.74341
H 4.27616 -0.39741 0.79836
H 2.47767 2.62374 2.15322
H 0.36165 0.97589 1.50241
H 2.15912 -1.30605 -0.68601
H 0.42296 -1.22427 -0.88171
H 0.42702 -1.59175 1.81418
C -3.36895 2.24074 6.88657
C -4.00016 3.09926 5.79366
C -4.17111 2.36500 4.46511
C -2.86746 1.89056 3.82333
C -1.84621 2.99318 3.55365
C -2.33241 4.05453 2.56975
H -2.35659 1.93037 6.62265
H -3.30650 2.79430 7.82413
H -3.96284 1.34279 7.06785
H -3.40526 4.00533 5.65081
H -4.98438 3.43270 6.13168
H -4.70724 3.01425 3.76756
H -4.81700 1.49536 4.62048
H -3.10679 1.39004 2.87917
H -2.40579 1.12766 4.45723
H -0.94196 2.52879 3.14770
H -1.54807 3.47018 4.49152
H -2.60363 3.60468 1.61446
H -1.54696 4.78708 2.38063
H -3.19943 4.59616 2.95063
C 3.84420 -5.00505 -0.50269
C 3.74058 -4.95078 -2.02513
C 2.35021 -5.30517 -2.54929
C 1.88146 -6.72318 -2.22295
C 2.80029 -7.83531 -2.72474
C 2.94509 -7.86630 -4.24381
H 3.66842 -6.01202 -0.12053
H 4.84104 -4.70109 -0.17718
H 3.11972 -4.33458 -0.04327
H 4.49299 -5.60675 -2.47222
H 3.98506 -3.93817 -2.35926
H 2.33006 -5.15392 -3.63277
H 1.62491 -4.59768 -2.13408
H 0.88468 -6.86626 -2.65225
H 1.75856 -6.82635 -1.14155
H 2.39490 -8.79376 -2.39047
H 3.78778 -7.74574 -2.26439
H 1.97224 -7.98528 -4.72498
H 3.57558 -8.70034 -4.55463
H 3.40210 -6.95180 -4.62427
C 0.26953 2.27689 -7.77844
C -0.63505 1.18846 -7.20741
C -1.24971 1.55434 -5.85802
C -0.24133 1.78809 -4.73318
C 0.69152 0.61276 -4.45549
C -0.03349 -0.64973 -3.99661
H 1.13104 2.46426 -7.13606
H 0.64985 1.98744 -8.75880
H -0.27695 3.21477 -7.89574
H -0.07570 0.25241 -7.12664
H -1.44622 0.99733 -7.91468
H -1.95082 0.76742 -5.56340
H -1.85132 2.46025 -5.97742
H -0.79030 2.03057 -3.81804
H 0.36266 2.67083 -4.96132
H 1.39704 0.91240 -3.67643
H 1.29119 0.39076 -5.34257
H -0.61410 -0.45450 -3.09163
H 0.67966 -1.44521 -3.77185
H -0.71347 -1.02852 -4.76122
C -7.39609 2.56314 -4.37801
C -5.94200 3.02228 -4.31348
C -4.94220 1.94003 -4.71642
C -4.94811 0.69642 -3.82768
C -4.68267 0.96963 -2.34904
C -3.30546 1.57116 -2.07915
H -7.59342 1.74733 -3.68123
H -8.07086 3.38109 -4.12263
H -7.65157 2.22082 -5.38275
H -5.71787 3.38792 -3.30764
H -5.81235 3.87657 -4.98280
H -3.93979 2.37279 -4.73054
H -5.14871 1.63132 -5.74634
H -4.19220 -0.00298 -4.20064
H -5.90718 0.18061 -3.92807
H -4.76570 0.02592 -1.80323
H -5.45724 1.62513 -1.94164
H -2.51467 0.91596 -2.44775
H -3.15363 1.71150 -1.01007
H -3.18913 2.54604 -2.55650
C 2.09164 0.08475 8.98104
C 3.33175 -0.21052 8.14162
C 3.57588 0.81398 7.03525
C 2.46489 0.90539 5.98938
C 2.15005 -0.40472 5.26984
C 3.32467 -0.95730 4.46558
H 1.18018 0.05047 8.38235
H 1.98410 -0.64840 9.78112
H 2.15908 1.07287 9.44033
H 3.25571 -1.21512 7.71685
H 4.20605 -0.22371 8.79692
H 4.52433 0.58425 6.54201
H 3.70650 1.80141 7.48832
H 2.74996 1.65887 5.24708
H 1.55065 1.27963 6.45907
H 1.31024 -0.22821 4.58981
H 1.80799 -1.15781 5.98420
H 3.65983 -0.22677 3.72369
H 3.03070 -1.86573 3.93669
H 4.17434 -1.21057 5.10002